No. 1
DFT (wB97M-V/def2-TZVPD) results for one molecule with the formula C2H3Cl2FO in a non-equilibrium geometry.

Cartesian coordinates (Å):
O1 0.04 1.66 -0.11
C1 -0.54 0.50 0.37
C2 0.30 -0.73 -0.31
F1 1.49 -0.76 0.24
Cl1 -0.68 -2.14 0.23
Cl2 0.44 -0.72 -2.04
H1 0.96 1.40 0.14
H2 -1.65 0.42 0.07
H3 -0.36 0.36 1.41

Calculated values
Largest force on an atom in Eh/bohr: 0.077
Multiplicity: 1
HOMO level in eV: -10.7636
HOMO-LUMO gap in eV: 11.451
Total charge: 0
LUMO level in eV: 0.69
SMILES: OCC(F)(Cl)Cl
Energy above the lowest of the compared OMol25 structures with the same formula, charge and spin in kcal per mole: 12.5

No. 2
DFT (wB97M-V/def2-TZVPD) results for a 2-piece molecular cluster, C28H25N2O2 overall in a non-equilibrium geometry.

Cartesian coordinates (Å):
C1 3.38 -0.94 5.47
O1 3.00 0.28 4.79
C2 2.52 0.20 3.52
C3 2.31 1.42 2.83
C4 1.91 1.40 1.52
C5 1.65 0.18 0.83
C6 1.25 0.25 -0.53
C7 1.22 -0.79 -1.48
C8 0.54 -0.56 -2.72
C9 0.44 -1.52 -3.69
C10 1.01 -2.80 -3.47
O2 0.80 -3.73 -4.43
C11 1.27 -5.08 -4.21
C12 1.73 -3.05 -2.28
C13 1.87 -2.05 -1.33
C14 1.77 -1.03 1.57
C15 2.22 -1.03 2.88
H1 3.77 -0.59 6.42
H2 2.51 -1.59 5.63
H3 4.15 -1.49 4.91
H4 2.51 2.35 3.35
H5 1.80 2.34 0.97
H6 0.96 1.23 -0.89
H7 0.08 0.42 -2.87
H8 -0.09 -1.34 -4.62
H9 0.95 -5.62 -5.10
H10 2.37 -5.12 -4.11
H11 0.81 -5.53 -3.32
H12 2.18 -4.04 -2.12
H13 2.50 -2.25 -0.47
H14 1.48 -1.98 1.13
H15 2.35 -1.97 3.43
C16 -2.00 0.85 0.25
N1 -2.04 -0.39 0.84
N2 -2.04 -1.45 1.31
C17 -2.51 0.90 -1.12
C18 -2.20 1.91 -2.06
C19 -2.86 1.96 -3.29
C20 -3.78 0.98 -3.66
C21 -4.01 -0.09 -2.78
C22 -3.37 -0.14 -1.55
C23 -1.67 1.96 1.15
C24 -1.33 3.26 0.74
C25 -1.16 4.29 1.66
C26 -1.32 4.06 3.03
C27 -1.59 2.76 3.47
C28 -1.73 1.72 2.55
H16 -1.42 2.63 -1.85
H17 -2.65 2.79 -3.97
H18 -4.30 1.03 -4.62
H19 -4.72 -0.88 -3.05
H20 -3.55 -0.99 -0.88
H21 -1.17 3.47 -0.32
H22 -0.92 5.29 1.31
H23 -1.23 4.88 3.75
H24 -1.72 2.55 4.54
H25 -1.92 0.70 2.92

Calculated values
Largest force on an atom in Eh/bohr: 0.071
Multiplicity: 1
HOMO level in eV: -9.8347
HOMO-LUMO gap in eV: 4.885
Total charge: +1
LUMO level in eV: -4.95
Energy above the lowest of the compared OMol25 structures with the same formula, charge and spin in kcal per mole: 67.2

LUMO level of number 1 (C2H3Cl2FO)? 0.69 eV

Which of these has the highest largest force on an atom? C2H3Cl2FO